Below is C32H28N5O4RhS2SbSe2Te2 as an isolated structure at a distorted geometry, with properties calculated with the ωB97M-V functional and the def2-TZVPD basis.

## Properties
Relative energy (zero: lowest compared OMol25 entry of this formula, charge and spin) = 0.0 kcal per mole
DFT total energy = -8297.044338 Ha
Multiplicity = 5
Net charge = -1
Kohn-Sham gap (spin up / spin down) = 0.1998 / 0.1833 hartree
LUMO level (spin up / spin down) = 2.027 / 0.329 eV
Max |F| = 3.6 eV Å⁻¹

Geometry (Å):
Rh (14.53, 6.66, 13.21)
Se (13.80, 4.21, 13.21)
Te (11.54, 4.89, 12.25)
Te (10.74, 7.47, 13.52)
Se (12.83, 8.70, 13.36)
C (12.68, 6.20, 18.22)
N (13.75, 6.51, 17.31)
C (14.95, 6.79, 17.89)
C (16.01, 6.86, 17.07)
C (15.84, 6.69, 15.65)
O (16.95, 6.59, 14.98)
N (14.57, 6.68, 15.14)
C (13.43, 6.55, 15.94)
O (12.22, 6.44, 15.63)
H (13.16, 6.08, 19.22)
H (12.14, 5.30, 17.91)
H (11.95, 7.03, 18.23)
H (14.96, 7.02, 18.96)
H (17.05, 6.97, 17.41)
C (21.95, 6.17, 13.65)
C (20.96, 5.47, 14.36)
C (19.60, 5.80, 14.21)
C (19.22, 6.77, 13.29)
C (20.19, 7.50, 12.60)
C (21.55, 7.20, 12.78)
Sb (17.13, 7.11, 12.92)
C (17.36, 9.19, 13.49)
C (16.50, 10.09, 12.92)
C (16.53, 11.46, 13.24)
C (17.45, 11.92, 14.17)
C (18.33, 11.00, 14.76)
C (18.32, 9.66, 14.40)
C (17.76, 7.07, 10.73)
C (18.33, 5.95, 10.19)
C (18.57, 5.85, 8.80)
C (18.17, 6.88, 7.95)
C (17.64, 8.04, 8.53)
C (17.49, 8.16, 9.92)
H (23.02, 5.95, 13.85)
H (21.21, 4.70, 15.10)
H (18.83, 5.31, 14.82)
H (19.89, 8.32, 11.94)
H (22.26, 7.86, 12.27)
H (15.73, 9.79, 12.23)
H (15.83, 12.10, 12.72)
H (17.41, 12.96, 14.55)
H (19.07, 11.31, 15.51)
H (19.04, 9.00, 14.88)
H (18.62, 5.15, 10.88)
H (19.02, 4.92, 8.41)
H (18.29, 6.85, 6.86)
H (17.30, 8.89, 7.93)
H (17.18, 9.11, 10.37)
N (8.25, 8.85, 7.86)
C (9.43, 9.38, 8.30)
C (9.71, 9.38, 9.72)
C (10.95, 9.77, 10.16)
C (11.95, 10.13, 9.25)
C (11.68, 10.18, 7.89)
C (10.41, 9.86, 7.42)
S (13.62, 10.38, 9.84)
O (13.53, 11.43, 10.82)
O (14.45, 10.59, 8.68)
N (14.08, 9.03, 10.69)
C (14.26, 7.80, 10.33)
S (14.39, 7.09, 8.66)
C (14.47, 5.52, 9.22)
C (14.65, 5.55, 10.56)
N (14.41, 6.76, 11.19)
H (7.48, 8.84, 8.53)
H (7.95, 9.21, 6.95)
H (8.93, 9.04, 10.39)
H (11.21, 9.82, 11.22)
H (12.51, 10.49, 7.23)
H (10.17, 9.93, 6.36)
H (14.46, 4.67, 8.56)
H (15.03, 4.68, 11.13)

Below is C32H28N6O6S3Sc as an isolated structure, with properties calculated with the ωB97M-V functional and the def2-TZVPD basis.

## Properties
Relative energy (zero: lowest compared OMol25 entry of this formula, charge and spin) = 19.7 kcal per mole
DFT total energy = -3971.578451 Ha
Multiplicity = 1
Net charge = +1
Kohn-Sham gap = 0.2735 hartree
LUMO level = -3.291 eV
Max |F| = 0.5 eV Å⁻¹

Geometry (Å):
Sc (0.04, 0.11, -0.62)
C (0.59, 4.07, -0.48)
C (0.46, 3.42, 0.87)
C (0.91, 4.14, 1.98)
C (0.81, 3.60, 3.24)
C (0.16, 2.39, 3.39)
C (-0.31, 1.75, 2.25)
N (-0.08, 2.20, 1.01)
C (-1.16, 0.54, 2.36)
C (-1.85, 0.31, 3.55)
C (-2.70, -0.77, 3.64)
C (-2.87, -1.58, 2.53)
C (-2.19, -1.27, 1.36)
N (-1.33, -0.24, 1.28)
C (-2.41, -2.09, 0.14)
C (-3.55, -2.86, 0.01)
C (-3.68, -3.65, -1.12)
C (-2.68, -3.63, -2.05)
C (-1.57, -2.79, -1.88)
C (-0.53, -2.78, -2.95)
N (-1.45, -2.03, -0.79)
H (0.70, 5.14, -0.34)
H (1.46, 3.70, -1.01)
H (-0.28, 3.86, -1.09)
H (1.34, 5.12, 1.83)
H (1.19, 4.13, 4.11)
H (0.03, 1.95, 4.37)
H (-1.75, 0.99, 4.38)
H (-3.24, -0.98, 4.56)
H (-3.51, -2.44, 2.57)
H (-4.33, -2.83, 0.76)
H (-4.56, -4.27, -1.26)
H (-2.74, -4.24, -2.95)
H (-0.99, -2.46, -3.89)
H (0.30, -2.13, -2.73)
H (-0.16, -3.80, -3.10)
C (-0.16, -4.79, 0.74)
N (0.27, -3.70, 1.60)
C (-0.01, -3.59, 2.95)
C (0.55, -2.45, 3.39)
N (1.16, -1.86, 2.30)
C (1.00, -2.64, 1.19)
S (1.63, -2.35, -0.34)
C (2.02, -0.74, 2.33)
C (2.96, -0.64, 3.35)
C (3.84, 0.43, 3.33)
C (3.76, 1.33, 2.28)
C (2.78, 1.14, 1.31)
N (1.90, 0.14, 1.34)
H (-0.27, -5.68, 1.35)
H (0.60, -4.95, -0.02)
H (-1.11, -4.55, 0.26)
H (-0.59, -4.33, 3.47)
H (0.56, -2.00, 4.37)
H (3.02, -1.41, 4.11)
H (4.59, 0.54, 4.10)
H (4.44, 2.16, 2.19)
H (2.71, 1.81, 0.47)
O (3.37, 1.32, -2.81)
S (2.01, 0.95, -2.62)
O (1.66, -0.45, -2.69)
O (1.46, 1.43, -1.29)
C (1.04, 1.91, -3.79)
C (1.78, 2.55, -4.77)
C (1.18, 3.35, -5.73)
C (-0.19, 3.53, -5.71)
C (-0.95, 2.89, -4.74)
C (-0.36, 2.09, -3.78)
S (-1.52, 1.32, -2.65)
O (-1.00, -0.06, -2.44)
O (-2.81, 1.42, -3.23)
O (-1.34, 1.90, -1.30)
H (2.85, 2.41, -4.77)
H (1.79, 3.83, -6.48)
H (-0.68, 4.15, -6.45)
H (-2.02, 3.01, -4.73)

Below is C32H29AgCl5N3OTe as an isolated structure, with properties calculated with the ωB97M-V functional and the def2-TZVPD basis.

## Properties
Relative energy (zero: lowest compared OMol25 entry of this formula, charge and spin) = 0.0 kcal per mole
DFT total energy = -4192.273901 Ha
Multiplicity = 2
Net charge = -1
Kohn-Sham gap (spin up / spin down) = 0.2138 / 0.2630 hartree
LUMO level (spin up / spin down) = 1.950 / 1.943 eV
Max |F| = 0.7 eV Å⁻¹

Geometry (Å):
Ag (-0.07, 0.33, 0.54)
C (1.91, -0.07, 3.48)
C (2.51, 0.92, 2.47)
O (3.59, 1.47, 2.73)
N (1.76, 1.09, 1.38)
Te (2.44, 2.43, -0.16)
C (3.78, 4.10, -0.95)
C (5.04, 4.27, -0.38)
C (5.54, 3.51, 0.83)
C (5.92, 5.22, -0.92)
C (5.58, 5.98, -2.02)
C (6.53, 6.99, -2.61)
C (4.32, 5.79, -2.59)
C (3.42, 4.86, -2.07)
C (2.08, 4.71, -2.74)
C (1.02, 3.89, 0.46)
C (-0.20, 4.03, -0.21)
C (-0.63, 3.23, -1.41)
C (-1.11, 5.00, 0.24)
C (-0.85, 5.79, 1.33)
C (-1.84, 6.81, 1.81)
C (0.37, 5.62, 1.99)
C (1.31, 4.69, 1.58)
C (2.60, 4.56, 2.34)
H (2.54, -0.10, 4.36)
H (1.85, -1.07, 3.03)
H (0.90, 0.23, 3.75)
H (4.82, 2.81, 1.25)
H (5.82, 4.21, 1.62)
H (6.45, 2.95, 0.57)
H (6.89, 5.35, -0.47)
H (7.44, 7.06, -2.00)
H (6.08, 7.98, -2.66)
H (6.83, 6.71, -3.62)
H (4.03, 6.37, -3.46)
H (2.05, 5.26, -3.68)
H (1.28, 5.08, -2.09)
H (1.86, 3.66, -2.94)
H (0.14, 2.55, -1.78)
H (-0.91, 3.90, -2.23)
H (-1.51, 2.63, -1.15)
H (-2.05, 5.10, -0.28)
H (-2.78, 6.74, 1.26)
H (-1.46, 7.83, 1.70)
H (-2.07, 6.67, 2.87)
H (0.59, 6.23, 2.86)
H (2.55, 5.14, 3.26)
H (3.43, 4.94, 1.74)
H (2.82, 3.52, 2.58)
N (5.01, -1.81, -3.54)
C (3.90, -1.61, -3.36)
C (2.50, -1.35, -3.15)
C (1.58, -1.61, -4.16)
C (0.24, -1.36, -3.91)
C (-0.12, -0.88, -2.66)
N (0.76, -0.62, -1.70)
C (2.05, -0.85, -1.93)
H (1.91, -1.99, -5.11)
H (-0.51, -1.55, -4.67)
H (-1.16, -0.69, -2.42)
H (2.73, -0.63, -1.12)
Cl (-2.59, 2.18, 1.86)
C (-3.02, 0.51, 1.58)
C (-2.09, -0.33, 0.98)
C (-2.50, -1.64, 0.81)
Cl (-1.39, -2.78, 0.07)
C (-3.76, -2.12, 1.18)
Cl (-4.22, -3.77, 0.92)
C (-4.66, -1.24, 1.76)
Cl (-6.23, -1.79, 2.24)
C (-4.29, 0.09, 1.97)
Cl (-5.41, 1.18, 2.71)

Below is C32H29BLaN8O2 as an isolated structure at a distorted geometry, with properties calculated with the ωB97M-V functional and the def2-TZVPD basis.

## Properties
Relative energy (zero: lowest compared OMol25 entry of this formula, charge and spin) = 0.0 kcal per mole
DFT total energy = -1881.788648 Ha
Multiplicity = 1
Net charge = +1
Kohn-Sham gap = 0.2571 hartree
LUMO level = -3.409 eV
Max |F| = 1.9 eV Å⁻¹

Geometry (Å):
La (0.22, -0.12, 0.18)
C (-3.37, -1.05, -0.80)
O (-2.00, -0.97, -1.24)
C (-1.76, -1.04, -2.59)
C (-2.78, -0.98, -3.54)
C (-2.48, -1.02, -4.89)
C (-1.16, -1.11, -5.32)
C (-0.14, -1.14, -4.38)
C (-0.43, -1.09, -3.02)
N (0.62, -1.12, -2.01)
N (1.75, -1.42, -2.46)
C (2.90, -1.52, -1.67)
C (2.97, -1.58, -0.27)
O (1.90, -1.49, 0.49)
C (4.23, -1.71, 0.38)
C (5.37, -1.77, -0.34)
C (5.36, -1.74, -1.76)
C (6.58, -1.83, -2.48)
C (6.58, -1.83, -3.84)
C (5.35, -1.73, -4.53)
C (4.16, -1.64, -3.85)
C (4.13, -1.64, -2.44)
H (-3.79, -2.00, -1.14)
H (-3.94, -0.21, -1.20)
H (-3.34, -1.01, 0.28)
H (-3.81, -0.94, -3.22)
H (-3.29, -0.99, -5.61)
H (-0.92, -1.13, -6.37)
H (0.89, -1.20, -4.68)
H (4.23, -1.76, 1.46)
H (6.32, -1.86, 0.18)
H (7.50, -1.91, -1.92)
H (7.51, -1.90, -4.39)
H (5.34, -1.74, -5.61)
H (3.24, -1.57, -4.41)
N (-1.01, 1.93, -1.06)
C (-0.21, 3.06, -1.49)
C (-0.78, 4.18, -2.02)
C (0.01, 5.28, -2.44)
C (1.36, 5.23, -2.31)
C (1.98, 4.08, -1.77)
C (3.39, 3.99, -1.65)
C (3.95, 2.86, -1.15)
C (3.10, 1.80, -0.77)
N (1.79, 1.84, -0.86)
C (1.21, 2.98, -1.36)
H (-1.71, 1.72, -1.76)
H (-1.52, 2.21, -0.22)
H (-1.86, 4.21, -2.12)
H (-0.48, 6.15, -2.85)
H (1.98, 6.06, -2.62)
H (4.00, 4.83, -1.96)
H (5.02, 2.74, -1.05)
H (3.54, 0.90, -0.37)
B (-1.72, 1.60, 2.62)
N (-0.20, 1.85, 2.93)
C (0.35, 2.54, 3.93)
C (1.73, 2.47, 3.83)
C (1.94, 1.68, 2.71)
N (0.78, 1.31, 2.16)
N (-2.05, 0.07, 2.71)
C (-2.86, -0.58, 3.56)
C (-2.83, -1.93, 3.27)
C (-1.96, -2.04, 2.21)
N (-1.49, -0.83, 1.86)
H (-2.38, 2.18, 3.44)
H (-1.97, 1.99, 1.49)
H (-0.29, 3.04, 4.65)
H (2.46, 2.91, 4.49)
H (2.87, 1.34, 2.28)
H (-3.39, -0.01, 4.31)
H (-3.36, -2.72, 3.78)
H (-1.63, -2.92, 1.67)

Below is a 2-piece molecular cluster, C32H29Cl2N2O overall at a distorted geometry, with properties calculated with the ωB97M-V functional and the def2-TZVPD basis.

## Properties
DFT total energy = -2341.627386 Ha
Multiplicity = 1
Net charge = +1
Kohn-Sham gap = 0.0840 hartree
LUMO level = -5.764 eV
Max |F| = 2.9 eV Å⁻¹

Geometry (Å):
Cl (0.13, 4.72, 5.17)
C (0.10, 4.20, 3.55)
C (1.12, 4.61, 2.67)
C (1.09, 4.19, 1.35)
C (0.05, 3.37, 0.85)
C (0.02, 2.98, -0.52)
C (-0.89, 2.05, -1.03)
C (-0.95, 1.67, -2.36)
C (-1.92, 0.76, -2.88)
C (-1.87, 0.34, -4.23)
C (-2.80, -0.54, -4.76)
C (-3.83, -1.04, -3.93)
Cl (-4.99, -2.11, -4.57)
C (-3.91, -0.65, -2.58)
C (-2.97, 0.23, -2.06)
C (-0.96, 2.96, 1.77)
C (-0.93, 3.37, 3.10)
H (1.92, 5.26, 3.03)
H (1.89, 4.48, 0.66)
H (0.78, 3.38, -1.19)
H (-1.58, 1.58, -0.33)
H (-0.21, 2.08, -3.05)
H (-1.06, 0.73, -4.86)
H (-2.75, -0.85, -5.80)
H (-4.70, -1.04, -1.95)
H (-3.04, 0.53, -1.02)
H (-1.78, 2.32, 1.44)
H (-1.71, 3.05, 3.79)
C (-3.35, 6.62, -0.74)
O (-3.07, 7.78, -1.58)
C (-1.85, 7.91, -2.12)
C (-0.71, 7.94, -1.21)
C (0.29, 6.95, -1.31)
C (1.42, 7.03, -0.49)
C (1.51, 8.05, 0.47)
C (0.47, 8.97, 0.63)
C (-0.65, 8.91, -0.19)
C (-1.78, 7.94, -3.52)
N (-0.66, 8.07, -4.30)
C (0.68, 8.36, -3.86)
C (-1.01, 7.97, -5.64)
C (-2.38, 7.86, -5.70)
C (-3.06, 7.83, -6.92)
C (-2.28, 7.88, -8.08)
C (-0.88, 7.97, -8.02)
C (-0.21, 8.03, -6.78)
N (-2.84, 7.85, -4.39)
C (-4.24, 7.83, -4.02)
H (-4.39, 6.76, -0.44)
H (-3.23, 5.71, -1.34)
H (-2.68, 6.60, 0.13)
H (0.16, 6.16, -2.05)
H (2.22, 6.30, -0.62)
H (2.40, 8.11, 1.09)
H (0.53, 9.76, 1.38)
H (-1.49, 9.60, -0.09)
H (1.18, 8.84, -4.70)
H (0.67, 9.04, -3.00)
H (1.23, 7.45, -3.61)
H (-4.15, 7.77, -6.92)
H (-2.76, 7.84, -9.06)
H (-0.30, 8.00, -8.94)
H (0.87, 8.11, -6.68)
H (-4.80, 7.87, -4.96)
H (-4.50, 6.91, -3.48)
H (-4.49, 8.71, -3.40)

Below is C32H29N8O3PRuS as an isolated structure, with properties calculated with the ωB97M-V functional and the def2-TZVPD basis.

## Properties
Relative energy (zero: lowest compared OMol25 entry of this formula, charge and spin) = 14.0 kcal per mole
DFT total energy = -2734.762276 Ha
Multiplicity = 6
Net charge = +1
Kohn-Sham gap (spin up / spin down) = 0.3152 / 0.2570 hartree
LUMO level (spin up / spin down) = -2.062 / -3.964 eV
Max |F| = 0.9 eV Å⁻¹

Geometry (Å):
Ru (0.17, 0.22, -0.14)
C (-0.06, -4.95, 1.83)
N (0.44, -3.59, 1.92)
C (1.70, -3.22, 2.29)
C (1.75, -1.86, 2.16)
N (0.55, -1.40, 1.71)
C (-0.23, -2.46, 1.57)
P (-2.03, -2.37, 1.26)
C (-2.25, -0.62, 1.76)
N (-1.51, 0.43, 1.41)
C (-1.99, 1.50, 2.11)
C (-3.04, 1.10, 2.88)
N (-3.20, -0.24, 2.65)
C (-4.22, -1.09, 3.25)
C (-2.05, -2.12, -0.55)
N (-1.79, -0.97, -1.15)
C (-2.04, -1.16, -2.47)
C (-2.47, -2.44, -2.67)
N (-2.47, -3.04, -1.45)
C (-2.78, -4.43, -1.17)
H (0.52, -5.60, 2.48)
H (0.02, -5.32, 0.81)
H (-1.11, -4.99, 2.15)
H (2.45, -3.94, 2.57)
H (2.56, -1.20, 2.39)
H (-1.55, 2.48, 2.02)
H (-3.67, 1.64, 3.56)
H (-4.86, -0.48, 3.88)
H (-3.76, -1.87, 3.86)
H (-4.83, -1.55, 2.48)
H (-1.93, -0.37, -3.20)
H (-2.75, -2.97, -3.57)
H (-3.37, -4.85, -1.98)
H (-3.34, -4.51, -0.25)
H (-1.86, -5.01, -1.08)
O (2.31, 1.16, 0.34)
C (2.89, 0.14, -0.09)
N (2.21, -0.88, -0.60)
S (3.19, -2.01, -1.29)
O (2.93, -3.29, -0.71)
O (3.14, -1.90, -2.72)
C (4.70, -1.28, -0.67)
C (6.00, -1.73, -0.71)
C (6.98, -0.96, -0.09)
C (6.64, 0.24, 0.54)
C (5.33, 0.69, 0.56)
C (4.36, -0.09, -0.05)
H (6.26, -2.66, -1.21)
H (8.00, -1.29, -0.10)
H (7.41, 0.81, 1.04)
H (5.05, 1.62, 1.04)
N (0.47, 0.55, -2.23)
C (0.44, 1.53, -3.02)
C (0.01, 2.86, -2.47)
C (-1.05, 2.92, -1.56)
C (-1.43, 4.13, -1.02)
C (-0.76, 5.29, -1.38)
C (0.28, 5.24, -2.29)
C (0.67, 4.03, -2.84)
C (0.84, 1.40, -4.44)
C (0.16, 2.10, -5.44)
C (0.50, 1.90, -6.77)
C (1.52, 1.03, -7.10)
C (2.20, 0.34, -6.11)
C (1.86, 0.51, -4.78)
H (-1.63, 2.02, -1.35)
H (-2.27, 4.18, -0.34)
H (-1.06, 6.24, -0.96)
H (0.80, 6.15, -2.57)
H (1.49, 3.98, -3.55)
H (-0.64, 2.79, -5.17)
H (-0.04, 2.44, -7.54)
H (1.79, 0.88, -8.14)
H (3.00, -0.35, -6.36)
H (2.37, -0.05, -4.00)

Question: Which value of DFT total energy does entry 5 give?
Answer: -2341.627386 Ha

Question: Look up the DFT total energy of the second one.
Answer: -3971.578451 Ha